C26H48N4O18 | ωB97M-V/def2-TZVPD

Structure (XYZ):
```
96
Properties=species:S:1:pos:R:3:forces:R:3:mulliken_charge:R:1
H 1.74682 -0.92583 -5.73778 0.0476 0.1795 -0.2714 0.315
O -2.66631 -0.94536 0.19625 -1.8420 1.8717 -0.1121 -0.336
O 0.14880 -5.55904 2.92900 0.0603 0.6138 -0.3318 -0.399
H 0.79916 3.49865 0.62640 0.6576 0.1643 -0.1635 0.292
H 1.37626 -4.68777 -2.18361 0.0834 -0.1533 -0.1121 0.297
H 3.20879 1.24439 4.24382 0.4904 1.3098 0.9810 0.442
H -2.08676 4.87756 -0.45165 0.9276 1.3848 0.5973 0.539
H 2.07480 -6.11342 3.03940 0.0521 -0.0955 -0.5036 0.269
H -2.90219 -0.99694 3.67854 0.4346 0.0019 -0.4171 0.430
H 1.72733 3.24939 -0.89024 -0.1616 0.8583 0.3172 -0.167
H -2.63850 2.69335 5.98708 -0.2815 0.2684 0.1761 0.329
O 2.95790 0.95967 2.20598 -0.3288 0.7637 0.1834 -0.149
C -2.37893 -0.73092 -2.25558 -0.4883 -0.2372 -0.6153 -0.131
O -2.69238 5.88603 -2.37468 0.3811 0.7607 -0.0111 -0.594
C -3.04884 -4.10201 2.15319 0.6692 -1.3116 -0.3357 -0.384
C 4.10009 -0.18733 -0.92207 -0.5978 1.4515 2.0577 0.202
C 1.53971 -5.41014 2.39567 -1.6763 -1.3392 1.5172 -0.639
H 3.27964 -0.60229 -1.44776 -0.6271 -0.5638 -0.7701 -0.049
O -3.71877 4.15158 -1.39368 -0.3891 -0.4582 1.2056 -0.373
H -3.11780 -3.04144 2.43889 0.4012 -0.5585 -0.1940 0.077
O 2.80798 -0.09648 -4.00092 0.3967 -0.5777 -0.3804 -0.572
C -1.84114 -1.27437 3.68816 0.7276 0.8755 0.7050 -0.362
C 5.28072 -0.98878 -1.02596 -0.1887 -0.3880 -0.1044 0.167
N 6.08990 -1.79723 -1.00228 0.7339 -0.2215 -0.0909 -0.563
C 0.85059 -3.22194 -3.60339 1.1630 -0.6371 1.3018 0.395
C 2.57922 2.27968 1.94378 1.4358 -5.0774 -2.6900 0.654
H -1.25130 2.37797 7.06185 -0.0758 0.3400 0.0313 0.302
H 1.91225 -4.44449 2.59754 0.1728 1.2083 -0.0404 0.279
H 1.17092 3.58052 -4.42993 0.0713 -0.6289 0.2929 0.339
C 0.36068 0.48314 0.00524 0.1876 -0.6151 0.7642 -0.098
H 5.75485 -4.57053 2.68992 0.3643 -0.5315 -0.1743 0.295
O -2.63373 0.29395 5.63663 1.2790 0.2959 -0.9231 -0.628
H -4.05949 6.34347 -4.26376 0.1866 0.1829 -0.5697 0.326
H 1.67601 -0.81558 1.04884 0.7025 -0.4039 -0.1099 -0.205
H -4.50871 2.19551 -0.84655 -0.0813 -0.4966 -0.2758 0.027
O -0.38154 -4.06756 1.37437 -0.2072 1.1675 -0.9436 -0.495
H -2.94416 -4.27807 1.06975 -0.2963 0.5940 0.4146 0.315
O -4.18326 4.51567 -3.40198 -0.4214 0.2868 -0.7349 -0.306
C 4.54356 -3.73611 1.29836 -0.1818 0.2594 -0.6172 0.404
C -4.16869 5.31774 -4.60299 -0.4664 0.2914 1.2405 -0.685
H -3.37411 3.99805 0.57256 0.1792 0.6634 0.6620 0.259
N 0.13033 1.35541 -0.71065 -0.1449 -0.5376 0.0127 -0.059
C 5.79220 -4.45714 1.60259 -1.1906 1.7568 1.2768 -1.052
C 2.09026 0.82511 -4.23103 -0.3157 2.0543 1.8318 0.892
H 5.96799 -5.33327 1.05747 -0.1833 -1.3767 -0.6006 0.332
H -2.51270 -1.82704 -2.05975 0.6801 0.9912 -0.4487 0.242
H 0.13734 2.35453 -3.65061 -0.3727 -0.0556 0.1289 0.248
O 1.11528 0.95574 -5.11089 -0.0261 -1.3268 -1.4195 -0.322
N 0.05660 -2.66791 -4.19646 -1.1104 0.6771 -0.9982 -0.436
C 1.05271 -0.15495 -6.07314 0.8422 0.2595 0.5329 -0.737
C -0.73640 -4.74199 2.29753 1.8866 -0.6906 -0.4118 0.852
H 2.69730 -4.12504 -3.25168 1.0750 -0.8763 -1.0271 0.369
C -1.64075 0.64041 4.99730 -1.8625 -1.4302 0.8997 0.647
C 2.84390 0.52648 3.58097 -0.0255 -3.0585 -0.6237 -0.712
H 0.08815 -0.59621 -6.05684 -0.9939 -0.0290 0.0988 0.289
H -2.30045 3.15922 -0.47283 0.8694 -0.7774 0.1630 0.227
O -1.01820 -0.08463 4.06106 -1.3835 -0.9644 0.2278 -0.099
H -2.47518 -0.45415 -3.31305 0.5912 -0.4781 0.1994 0.233
H -5.68643 0.92213 -1.42079 0.2621 0.2023 -0.0921 0.294
C -3.49725 -0.21462 -0.34781 0.3811 -1.8785 -0.8891 0.603
H 6.57542 -3.77224 1.37287 0.7410 0.5683 -0.1773 0.323
H 4.16869 0.86818 -1.21775 0.3577 -0.4304 -0.0288 0.375
C -2.76954 4.10076 -0.30967 -1.4847 -1.4176 -0.9302 -0.847
H 2.28549 4.53509 0.32471 -0.0784 -0.2959 -0.0384 0.401
H 1.81882 0.16398 3.94507 1.0899 0.8500 -1.0583 0.106
O -1.04457 1.77662 5.12259 1.3438 1.0534 -0.4626 -0.228
C 1.05991 2.89790 -3.56041 0.5876 0.4730 -0.8305 -0.598
O 2.17209 1.96378 -3.46273 -0.6006 -0.1415 -0.3349 -0.322
H -5.09214 5.17866 -5.14077 -0.5462 -0.1036 0.2640 0.227
H 1.29984 0.22884 -7.05872 0.0538 0.0827 0.0557 0.231
C 0.64529 -0.55328 1.06298 -1.8942 0.4826 -1.2212 0.627
C -5.19853 1.39660 -0.57017 0.5241 -0.5144 -0.4189 -0.253
O 2.64757 2.44072 0.62197 -0.5512 1.1537 0.6054 -0.117
H -0.04755 -1.43253 0.92823 0.8398 0.8647 0.0458 0.232
H -1.38833 -1.52830 2.74875 -0.3726 -0.3670 -0.4857 -0.124
C 1.79664 3.57134 0.15615 0.4350 -1.4155 -0.3431 -0.491
C -1.56190 2.70586 6.06887 0.1254 -0.4401 -0.1107 -0.713
N 3.63028 -3.06560 1.08086 0.4217 -0.5454 0.2086 -0.242
O 2.19676 2.98812 2.75880 -1.5997 3.6274 3.2739 -0.499
H 0.41816 -0.03687 1.98961 -0.0498 -0.1665 0.3077 -0.539
H 1.54679 -5.64198 1.34730 0.1544 -0.1300 -0.3175 0.272
O -3.54117 -0.08502 -1.71822 0.2813 0.2223 2.2869 -0.399
H -3.87888 -4.68368 2.55132 -0.2425 0.4213 -0.2031 0.252
C 1.83033 -3.86494 -2.72661 -0.8898 0.8183 0.6536 -0.533
H 2.21257 -3.14817 -2.00596 -0.3412 0.2638 0.2661 -0.054
H -1.72566 -2.07712 4.42152 0.2205 0.2063 -0.0115 0.316
H 3.80719 -0.19549 0.17000 0.3350 0.1122 -1.0505 -0.150
H 3.52887 -0.39664 3.64315 -0.9990 1.4047 -0.1554 0.218
H -3.40989 4.98392 -5.26322 1.1212 -0.0846 -0.3743 0.274
C -3.46263 4.97389 -2.36649 -0.1837 -0.6236 -1.5082 0.822
H -1.11872 3.64272 5.75137 -0.1004 0.1782 0.3714 0.194
H -1.51290 -0.27445 -1.75188 -0.0715 -0.6427 -0.6329 -0.188
O -1.94056 -4.85271 2.76340 -1.0664 0.1730 1.2677 -0.393
O -4.53644 0.37883 0.23529 0.6076 0.4498 -0.0227 -0.332
H -5.94322 1.83537 0.03038 -0.8739 0.2723 1.0431 0.280
H 1.03782 3.54304 -2.69043 0.2334 -0.3196 0.2503 0.243
```
Forces are in eV/Å.

Summary:
Gap between HOMO and LUMO ... 11.21 eV
E_HOMO ... -10.7 eV
Charge ... 0
Max |F| ... 5.92 eV Å⁻¹
SMILES ... COC(=O)OC.COC(=O)OC.COC(=O)OC.COC(=O)OC.COC(=O)OC.COC(=O)OC.CC#N.CC#N.CC#N.CC#N
ΔE to the lowest compared entry with this formula, charge and spin ... 56.9 kcal/mol

C26H48N9O11 | ωB97M-V/def2-TZVPD

Structure (XYZ):
```
94
Properties=species:S:1:pos:R:3:forces:R:3:mulliken_charge:R:1
O 27.83100 49.52700 15.81700 2.3347 1.9210 -0.6589 -0.504
C 26.44700 40.18300 18.41900 -1.1496 -0.2083 -3.0666 -1.177
H 26.97900 45.25400 7.70200 -1.6838 -0.9709 1.3308 0.270
C 24.62900 37.08400 16.57200 -1.5264 4.7169 -1.8623 -0.391
H 25.08900 46.53000 14.47700 1.0983 -0.8869 0.0517 0.371
O 28.51800 43.88800 8.94700 4.5909 1.9206 0.7778 -0.436
H 26.26300 42.55700 14.72900 -0.6543 -0.0370 -1.3636 0.565
H 33.03100 47.34600 8.86100 -1.8166 0.0271 2.3217 0.296
H 25.42300 40.13900 18.18700 -1.5916 0.7066 -1.2452 0.421
C 25.43600 38.91300 15.44900 0.2409 -1.0873 -0.3453 0.128
O 27.06100 42.38000 17.75200 -0.1936 -0.9136 -0.6257 -0.575
H 30.07500 46.11000 18.75400 -2.8817 1.0996 -0.8665 0.319
N 32.13200 47.93100 10.88600 -3.0227 -6.9406 -2.5580 0.067
H 26.25700 47.56600 12.63500 0.4790 1.2691 1.5038 0.430
H 26.73300 39.21200 18.11700 1.0657 -0.7812 0.3447 0.366
H 25.97900 46.63400 11.45600 -0.6814 -1.6177 -0.6393 0.363
O 29.00600 49.58100 14.04600 1.6100 -0.4976 -1.4845 -0.476
N 22.90100 48.80000 12.30800 0.5695 -4.4101 2.2421 0.814
O 22.80100 47.55100 12.72400 0.2465 4.3774 -1.5945 -0.493
C 32.28200 47.13900 9.75200 -0.6848 -2.6146 -2.1815 -0.335
N 27.21200 41.18100 17.64300 2.7129 -2.2758 0.3227 0.990
C 28.21300 45.10400 18.81200 -4.4550 2.7963 0.4844 -0.460
H 25.96800 44.72400 9.14600 -1.8920 2.0351 4.4652 0.192
C 27.91400 45.90200 14.25500 0.2853 2.5535 0.6662 -0.764
H 28.58200 48.21800 17.73400 -0.4693 -1.4468 0.4463 0.393
C 21.76500 49.64500 12.43300 -3.8030 3.0477 0.2757 -0.735
O 26.22700 43.85900 11.91300 1.8848 1.8530 1.2063 -0.460
H 32.73600 43.99800 11.97700 0.7370 0.3032 -0.2869 0.259
O 28.18100 40.57600 17.08700 -1.7105 2.4856 0.0799 -0.510
H 21.95600 50.78700 12.68600 0.5483 -2.5143 -0.9863 0.296
H 32.61100 48.66800 11.08500 3.7892 5.5432 1.1297 0.052
H 28.63900 46.34600 13.53300 0.2383 -0.9458 0.6521 -0.016
H 27.52800 44.83700 15.89900 -0.4397 -1.3676 0.9255 0.000
H 27.62600 46.62300 11.97200 1.1742 0.9819 -0.8704 0.553
N 27.00100 44.26700 12.78600 -4.8216 -3.1825 -2.1998 1.618
C 28.96500 51.59400 15.20300 2.4194 -2.0577 -2.7707 -0.802
H 21.20600 49.61100 11.40400 0.8648 -0.0395 2.1162 0.286
C 24.18400 38.42400 16.06200 3.0605 -3.0123 0.7030 -0.670
H 28.98000 51.88500 16.21200 1.1499 0.1507 1.2644 0.330
C 26.62900 46.63700 12.30600 -0.1801 -1.1127 -0.0564 -1.861
H 25.75600 47.47800 17.84900 2.3280 -0.9971 0.0517 0.385
H 27.54900 37.76800 15.24700 -1.1785 0.3269 0.1253 0.331
H 29.23400 45.24600 15.86100 -0.9306 -0.2995 -0.5891 0.339
H 28.18800 52.15000 14.79600 -2.0080 0.3859 -0.9499 0.317
C 28.87100 43.70900 14.42500 -2.6330 2.0103 -4.2206 -0.683
H 25.37500 44.80400 15.00600 -0.2419 0.4850 -0.8634 0.202
H 26.34600 40.44500 19.37500 0.8462 0.9015 4.0893 0.461
H 24.09100 36.47300 17.21100 -0.7969 -1.3766 0.8089 0.449
H 32.33400 42.96500 13.22900 -0.7576 -0.3050 1.2922 0.248
O 27.05600 42.28100 8.90500 1.3435 3.5356 -0.7066 -0.541
H 31.10600 45.18200 8.94000 1.0383 1.6956 2.1605 0.283
O 32.02200 45.27000 14.30400 1.7001 0.1507 -0.8392 -0.437
N 33.14500 44.93600 13.84200 -4.1953 -1.4435 1.5625 0.846
H 24.61100 45.39600 13.41100 -0.6507 -1.0631 -0.3380 0.568
H 28.63700 44.27100 19.29400 0.3226 -0.9691 0.2980 0.528
C 30.79100 46.08600 11.21400 1.7746 2.1318 -1.1214 0.389
H 29.25200 43.38300 11.76400 -0.9674 -2.5549 0.1590 -0.025
H 29.12400 41.64700 12.62200 0.7999 0.2921 0.4717 0.477
N 27.47100 43.50700 8.70200 -7.0221 -5.7988 -0.1142 0.844
H 29.61300 44.12600 13.71300 0.1604 0.0220 0.8485 -0.174
N 25.90800 36.85000 16.22500 -0.5617 -2.1528 1.1162 0.044
H 34.11300 43.32100 13.12300 -1.1815 -0.0796 -1.0787 0.312
C 28.37600 44.83900 15.25100 1.3768 2.0803 -0.3357 -0.286
O 34.18600 45.38300 14.20400 0.7313 0.3459 -0.5236 -0.534
H 27.66300 46.82400 14.84600 -0.1397 -0.7471 -0.4573 0.204
C 28.60800 42.49700 12.20800 -1.7252 1.1534 -1.9974 -0.983
H 26.24900 41.62300 13.15300 -2.3206 -0.7550 -2.6468 0.697
N 29.00600 46.22100 18.58000 -1.1333 -1.0003 -0.6335 -0.056
C 26.80000 42.04500 13.88100 0.8572 1.9394 5.2817 -2.071
C 31.41700 45.91900 9.80500 0.0781 3.4355 2.5932 -0.784
H 26.02600 44.84500 18.82600 -4.5762 -3.8625 0.8498 0.755
N 28.67600 50.10500 15.05600 -4.7274 -0.4778 1.9131 0.819
C 26.68500 45.54800 13.42400 1.7135 2.5131 -0.8686 1.220
C 25.39600 45.50000 14.13100 -1.7338 0.4807 1.8740 -1.624
C 33.06000 43.68700 12.96600 2.8468 1.0743 -0.1143 -0.705
H 26.98100 41.14700 14.60500 1.9531 1.4547 -1.6610 0.288
C 26.48200 37.83700 15.54500 -1.5074 3.6458 -0.8227 -0.668
H 25.52200 39.92100 14.90500 0.0083 -1.9818 0.9444 0.225
H 27.83600 41.92300 11.51700 1.7618 1.8269 0.6002 0.339
H 29.78300 51.66100 14.36200 -0.7916 0.5574 2.5966 0.310
C 31.32900 47.35400 11.80000 -1.9283 -4.7143 -2.8087 -0.987
H 21.10900 49.36900 13.31600 0.7286 -0.4303 -1.5085 0.304
C 26.72100 46.85600 18.00900 3.0390 -2.3325 2.8474 -0.192
C 26.35300 44.46000 8.28800 6.5576 1.1768 -3.7031 -0.637
H 26.28800 35.91100 16.44000 0.0775 1.2673 -0.3516 0.250
C 26.74400 45.47000 18.70200 9.3180 5.5949 -3.1424 -1.043
C 28.16000 47.22300 18.05100 -1.4693 1.0842 -0.3982 -0.603
C 27.78500 43.19700 13.31800 3.3360 -3.1194 3.0066 0.615
H 31.17800 47.76000 12.75200 -0.2593 0.5113 1.0793 0.676
H 30.04600 45.41300 11.71600 0.9884 0.8626 -0.5940 0.269
O 23.89700 49.28500 11.87200 0.9445 -0.0919 -0.5169 -0.452
H 25.63600 44.05200 7.70800 -1.8975 -1.8784 -1.9573 0.317
H 23.12100 38.82100 16.18300 2.0450 -0.3912 -0.2954 0.305
H 29.27900 42.88300 14.81900 1.2172 -2.9869 1.9404 1.148
```
Forces are in eV/Å.

Summary:
Gap between HOMO and LUMO ... 4.11 eV
E_HOMO ... -9.6 eV
Charge ... +1
Max |F| ... 11.31 eV Å⁻¹
ΔE to the lowest compared entry with this formula, charge and spin ... 0.0 kcal/mol

Q: Which value of gap between HOMO and LUMO does entry 2 give?
A: 4.11 eV

Q: Which of these has the highest gap between HOMO and LUMO?
A: C26H48N4O18